DFT (wB97M-V/def2-TZVPD) results for 8 unconnected molecules or ions with the total composition C79H171N7O2.

```
259
Properties=species:S:1:pos:R:3:forces:R:3
C -6.67962 1.41139 7.51295 0.1935 0.2818 0.6592
C -7.96562 0.87755 8.14242 -1.3281 0.1355 0.2341
O -8.52824 1.53458 9.06642 0.6128 -0.0640 -0.2806
O -8.46804 -0.16200 7.63228 0.4967 -0.3756 -0.1712
H -5.99882 0.58761 7.30272 -0.0496 0.0550 -0.3354
H -6.17789 2.11086 8.18479 -0.0739 -0.0899 0.1289
H -6.90558 1.99142 6.61593 -0.0440 -0.2964 -0.1782
C -7.05219 0.54356 3.82241 0.7200 -0.1357 -1.6940
C -6.43256 0.14382 2.45268 0.5124 -0.0258 -0.1163
C -4.99703 -0.43470 2.47383 -0.8113 -0.4761 -0.1627
C -4.66599 -0.97066 1.07055 -0.5427 -0.3190 1.3951
N -3.48437 -1.93717 1.06242 -0.6322 0.4829 -0.9623
C -3.94556 -3.36512 1.30215 -0.3188 -0.5324 -0.3139
C -4.31347 -3.97071 -0.07358 -0.4062 -0.1264 -0.3281
C -3.96075 -2.93431 -1.13489 0.6021 0.4811 0.2692
C -2.99489 -2.05396 -0.38422 1.1831 0.4961 0.3036
C -2.36038 -1.54876 2.01305 -0.4480 0.0706 -1.2644
C -1.69335 -0.21635 1.68183 1.0411 -0.3738 -0.3314
C -0.56603 0.07550 2.71684 -1.3813 0.4773 -1.2060
H -6.66704 -0.11721 4.59662 -0.3462 0.0920 0.2678
H -8.12079 0.44497 3.63958 -0.1291 0.1063 0.6941
H -6.79436 1.58362 4.01567 -0.0739 -0.0526 0.3829
H -6.44980 0.98710 1.75894 -0.1650 0.0766 0.0556
H -7.05189 -0.62955 1.99080 -0.1155 0.0274 0.0452
H -5.05904 -1.29285 3.15297 0.4172 0.1167 0.2272
H -4.24865 0.28574 2.80120 -0.0488 -0.0373 0.2006
H -4.58888 -0.11045 0.40845 0.6190 -0.3818 -0.3880
H -5.52115 -1.57994 0.78034 0.0447 0.1317 -0.4108
H -3.11824 -3.91194 1.74827 0.0413 0.1429 0.0834
H -4.81411 -3.43690 1.95470 0.1977 0.4914 0.2982
H -3.74545 -4.87250 -0.29392 0.0006 -0.0628 0.3731
H -5.36697 -4.23335 -0.15887 0.0224 -0.0662 0.2692
H -3.39362 -3.39941 -1.93812 -0.3180 0.1267 -0.2755
H -4.79367 -2.35949 -1.53381 -0.1010 -0.2002 -0.0260
H -2.02861 -2.55888 -0.29801 -0.0257 -0.0617 -0.0479
H -2.77927 -1.06338 -0.78044 -0.3027 0.0074 -0.0235
H -1.64039 -2.32764 1.76451 0.2331 -0.0348 0.7192
H -2.75326 -1.64512 3.02094 0.1285 0.0182 0.0825
H -2.30382 0.65098 1.42802 -0.4801 -0.1399 0.6129
H -1.15011 -0.38636 0.74711 -0.0531 -0.0057 -0.0552
H -0.07308 0.96711 2.33465 0.4642 -0.1708 0.1931
H 0.07686 -0.79890 2.68229 0.3473 0.2228 0.5992
H -0.99159 0.33801 3.68361 0.2323 -0.3960 0.2393
C -0.86594 1.36767 12.89400 -0.4054 -0.9026 -0.0361
C -0.53340 -0.12624 12.83394 0.3698 0.4410 -0.4268
C -1.69822 -0.98729 12.35407 -0.1904 -0.0276 0.9353
C -1.23318 -2.24862 11.63945 -1.8963 -0.0112 -0.7487
N -2.44160 -3.10459 11.14632 1.4928 -1.0139 0.7724
C -3.14341 -3.74352 12.34792 -0.0974 2.0267 0.5542
C -3.67211 -5.07701 11.93178 0.6555 -1.0079 0.0829
C -2.71414 -5.54429 10.80493 -0.2845 0.5913 -0.4798
C -1.78081 -4.37563 10.54173 -0.3565 0.5799 -0.2385
C -3.32103 -2.39227 10.12689 -0.8132 -0.9051 0.5979
C -4.55676 -1.72996 10.76496 0.1452 -0.3755 -0.0106
C -5.35078 -0.78266 9.86606 0.6900 0.8910 0.2010
H -1.04148 1.72654 11.87850 0.0564 0.3589 0.1267
H -0.05634 1.88562 13.39984 -0.0695 0.2864 -0.1880
H -1.78276 1.45829 13.48244 0.0430 0.3913 -0.0146
H -0.20982 -0.38014 13.84308 0.2007 -0.5666 -0.2455
H 0.26696 -0.27383 12.10264 0.3668 0.0412 0.4236
H -2.39648 -0.36734 11.78665 0.3171 -0.1412 -0.5602
H -2.28583 -1.25202 13.24076 0.0147 -0.2471 -0.0407
H -0.70034 -2.96317 12.25758 0.3635 0.4342 0.2030
H -0.70821 -2.07434 10.70122 0.4011 0.3167 0.2418
H -3.81522 -3.01724 12.80668 -0.5566 -0.2372 -0.5273
H -2.40844 -3.75379 13.15618 0.4210 -0.7205 -0.4044
H -4.70692 -5.11066 11.60072 -0.0470 0.2922 0.0705
H -3.56830 -5.74494 12.78659 -0.3091 -0.0606 -0.0332
H -3.25814 -5.73142 9.87961 -0.1009 -0.4769 0.1756
H -2.08287 -6.38812 11.06878 -0.3836 -0.2604 -0.0331
H -1.61086 -4.16613 9.48789 0.1821 -0.0689 0.0156
H -0.83709 -4.58359 11.04061 0.0527 0.5523 0.0217
H -3.71843 -3.20649 9.51754 0.2646 0.1295 -0.3935
H -2.70300 -1.73569 9.51942 0.1192 0.0460 0.1383
H -4.25000 -1.27120 11.70138 -0.2157 0.3401 -0.0812
H -5.21839 -2.55821 11.03016 -0.0459 0.0837 0.2305
H -4.72464 -0.01455 9.39885 0.3174 -0.4067 -0.2749
H -5.98526 -0.11958 10.45860 -0.4788 -0.5408 0.1041
H -5.92405 -1.28840 9.09089 -0.0740 0.0123 0.0433
C -4.87345 -8.09532 6.39842 0.2818 -0.4263 -0.6936
C -6.26650 -7.66129 5.96896 0.1259 0.9205 -0.6795
C -6.47178 -6.15808 6.27128 0.1471 -0.3515 0.4013
C -7.87101 -5.68515 5.94879 0.8393 -0.0298 0.1332
N -8.11723 -4.24138 6.33111 -0.8725 2.2717 -0.8953
C -7.48739 -3.23069 5.32540 -0.0683 0.3992 -0.4290
C -8.63776 -2.62904 4.49346 -0.0831 -0.6804 -0.6025
C -9.82993 -3.58131 4.68969 1.3600 0.6063 -0.0491
C -9.59719 -3.97718 6.12957 -1.1342 -0.0011 0.8960
C -7.62948 -3.70098 7.66902 -0.7181 -1.6902 0.6895
C -8.28099 -4.49670 8.81912 1.0840 -0.2045 -1.3746
C -7.66077 -4.20136 10.17612 -0.1291 0.0037 -0.1611
H -4.09834 -7.54254 5.85928 -0.1283 0.3832 0.1869
H -4.66304 -9.11366 6.06872 -0.2538 -0.1590 0.3734
H -4.69690 -8.01006 7.46939 -0.0847 -0.0504 0.0327
H -7.06200 -8.29785 6.35651 0.0409 0.1298 0.3680
H -6.36636 -7.72325 4.88104 0.1500 -0.3697 -0.0305
H -5.71442 -5.58724 5.72597 -0.0032 -0.0199 -0.0634
H -6.27257 -5.98773 7.33436 -0.0227 -0.0443 0.0330
H -8.56524 -6.35730 6.45182 -0.2966 0.4295 0.1241
H -8.08569 -5.72329 4.88099 0.0266 -0.0992 0.0009
H -7.04044 -2.36286 5.80942 0.0148 -0.4389 0.7719
H -6.65516 -3.71614 4.81810 -0.4127 -0.2919 -0.3663
H -8.91815 -1.64122 4.85610 0.3013 0.0348 0.1910
H -8.39022 -2.54542 3.43521 0.1467 0.0738 0.0395
H -10.74250 -3.01739 4.52347 -0.2878 -0.4592 0.0864
H -9.71521 -4.39935 3.98119 -0.4806 -0.2019 0.1492
H -9.84590 -3.15705 6.80780 0.0599 0.2628 -0.2543
H -10.22434 -4.79744 6.47831 0.4069 -0.3384 -0.0961
H -7.91595 -2.65470 7.78670 0.2839 0.1753 -0.6182
H -6.55932 -3.87842 7.57282 0.1157 0.4112 0.6096
H -8.14381 -5.53277 8.49995 -0.1312 -0.2470 0.6759
H -9.35362 -4.30865 8.77744 -0.0233 0.0715 0.3636
H -7.70109 -3.12745 10.37474 -0.3705 -0.0848 0.2648
H -6.59777 -4.43171 10.27532 -0.0027 -0.3536 -0.4381
H -8.18506 -4.81229 10.90907 0.0164 0.3953 0.3384
C -3.79690 4.10427 5.46852 0.1909 0.7729 -0.4735
C -4.44846 4.62852 6.75395 0.7623 -0.7278 -0.3062
C -3.40052 5.27715 7.68040 0.3157 0.0573 0.2532
C -2.63767 6.41409 6.97507 0.2115 1.0825 0.9432
N -1.71512 7.26929 7.88000 -0.4892 -1.1476 1.3821
C -0.80406 6.26043 8.61370 1.0549 -0.1503 -0.9788
C -1.30011 6.15429 10.03006 0.3955 0.0833 0.7875
C -1.87920 7.52343 10.31111 -0.5856 0.3592 -0.2338
C -2.52358 7.94566 8.99920 -0.2330 0.3740 0.0013
C -0.89671 8.28754 7.11562 -0.1306 -0.4712 -0.5431
C -1.76535 9.25607 6.31607 1.5530 -0.0651 -0.3100
C -0.89402 10.33023 5.62156 -0.7036 -0.0862 0.7355
H -4.48603 3.48107 4.89884 0.1712 -0.3658 0.2020
H -2.81564 3.65067 5.61623 -0.2146 -0.4434 0.1090
H -3.60463 4.94257 4.79020 0.0266 0.0449 0.0570
H -4.84157 3.77049 7.30002 -0.3078 0.1495 0.0286
H -5.26921 5.23393 6.36703 -0.0656 0.4426 0.8153
H -2.72641 4.49140 8.03720 0.2714 -0.1601 -0.7324
H -3.77261 5.54813 8.67269 -0.6573 0.6462 -0.4206
H -3.34095 7.15991 6.61082 -0.0825 -0.2645 -0.5032
H -1.94908 6.06198 6.21131 -0.3350 -0.0792 -0.3000
H 0.23974 6.55673 8.47644 -0.1676 0.8517 0.6894
H -0.71727 5.33422 8.04151 -0.8608 -0.1070 0.0670
H -0.51209 5.96855 10.76026 0.1984 -0.2226 -0.3002
H -2.04810 5.37852 10.19165 -0.0358 -0.0412 -0.3016
H -1.11937 8.26206 10.56414 0.1290 -0.1935 0.1696
H -2.62562 7.49981 11.10392 0.1254 0.1086 0.0824
H -2.53133 9.02918 8.90563 0.4251 -0.0489 -0.3494
H -3.58096 7.69135 8.92116 0.1840 -0.4809 -0.1126
H -0.22379 7.67714 6.50803 -0.1323 0.1853 -0.3669
H -0.22877 8.80582 7.80561 -0.3518 0.0034 0.3455
H -2.44670 9.75956 6.99776 -0.3711 -0.1250 -0.2568
H -2.23225 8.73963 5.47792 -0.6024 -0.0839 0.3908
H -0.33359 9.90390 4.79480 0.0140 0.1663 -0.0842
H -0.22419 10.82862 6.32170 0.0838 -0.0305 -0.0499
H -1.62795 11.06482 5.29340 0.4245 0.1833 -0.4627
C -14.01718 3.72768 9.83048 1.3339 -0.1478 0.6574
C -12.47290 3.81857 9.85907 -0.1146 0.6019 -0.4230
C -11.68748 3.01162 8.82448 0.9985 -0.0782 -0.1755
C -12.15476 3.22157 7.37417 -0.2869 -0.6957 1.2223
N -11.37114 2.43717 6.34714 0.4447 -0.3076 -0.3544
C -11.96342 2.73703 4.95817 0.3471 -0.5210 1.0158
C -11.08276 3.82360 4.35164 -0.2720 -0.2698 0.3860
C -10.03456 4.17267 5.40979 0.0212 -0.4436 0.3744
C -9.91863 2.91996 6.28236 -0.6301 0.9160 -0.0563
C -11.32068 0.94027 6.65741 -0.6238 0.5757 -0.4859
C -12.66853 0.22207 6.58158 0.0851 0.2529 0.5640
C -12.45699 -1.27629 6.80665 -0.4031 0.8695 0.6648
H -14.39482 3.89669 8.82699 -0.3607 0.0788 0.1429
H -14.37071 4.46527 10.54832 -0.3902 0.1433 -0.3191
H -14.32674 2.76298 10.23319 -0.1911 -0.1205 -0.3384
H -12.09648 3.63968 10.86914 -0.0193 -0.4108 -0.0590
H -12.14764 4.85185 9.68464 -0.3680 0.1945 -0.0461
H -11.58348 1.95354 9.07391 -0.5053 -0.0542 -0.0167
H -10.64505 3.34705 8.86989 -0.0524 0.0295 0.2558
H -12.13375 4.28708 7.15290 0.0802 -0.0610 -0.3654
H -13.18677 2.87824 7.31963 0.0027 0.0452 -0.3992
H -11.88120 1.78831 4.43358 -0.2089 0.1452 -0.2597
H -13.00563 3.00392 5.10661 -0.0203 -0.0653 -0.1687
H -10.63004 3.34794 3.48485 0.0558 0.7047 -0.3212
H -11.67212 4.71350 4.14908 0.0975 -0.1262 -0.6688
H -9.09799 4.44206 4.92701 0.0750 0.1736 0.3006
H -10.40474 4.97470 6.04745 0.2603 0.3049 -0.2382
H -9.23974 2.19502 5.83666 -0.4708 -0.4305 -0.0088
H -9.62642 3.08394 7.31674 0.3549 0.0045 -0.1676
H -10.81341 0.89807 7.61896 0.0117 -0.4965 -0.0493
H -10.66280 0.52194 5.89590 0.1724 0.0452 0.0972
H -13.18634 0.39043 5.63630 0.1628 0.1127 -0.0517
H -13.33017 0.57917 7.37544 -0.0730 0.1002 -0.0760
H -11.69426 -1.63478 6.11800 -0.1691 -0.4424 0.0749
H -13.42416 -1.77225 6.75306 0.1940 -0.3122 -0.5119
H -12.16246 -1.38317 7.85230 0.4470 -0.3216 -0.2072
C -8.60633 5.87256 9.67292 -0.5509 -0.2276 -0.1422
C -8.82738 7.22496 8.98473 0.8287 0.4861 0.2918
C -9.80040 8.14132 9.74815 0.5064 0.1012 -1.2276
C -9.17822 8.67285 11.04367 -1.1858 -0.8902 -0.2975
N -10.18568 9.34328 11.91754 -0.2989 0.9946 1.8643
C -10.83874 10.57911 11.27843 1.1168 -0.3369 -0.9176
C -11.23984 11.54967 12.35994 -0.1042 0.2404 0.5811
C -10.45080 11.13895 13.61355 0.2741 -0.6284 -0.4615
C -9.52547 9.99222 13.15116 0.1294 -0.1119 0.0126
C -11.27216 8.40994 12.46058 0.4988 -0.3706 -1.7036
C -10.83970 7.01309 12.90847 -0.0557 0.7265 0.5663
C -12.04208 6.28366 13.50350 0.3165 -0.5844 0.3136
H -7.70072 5.78680 10.27276 -0.0017 0.1914 -0.0089
H -8.61773 5.02152 8.98876 0.1914 0.0980 -0.1503
H -9.46262 5.69611 10.33104 0.1041 -0.1276 0.1421
H -9.13396 7.15260 7.94054 -0.3707 -0.3215 0.1390
H -7.89049 7.79134 8.89138 0.1103 -0.2372 0.1266
H -10.74153 7.59535 9.82974 -0.0740 0.1671 0.5215
H -9.96221 8.95733 9.03870 -0.3400 0.2455 0.3643
H -8.37594 9.36494 10.79971 -0.0128 0.1085 0.2158
H -8.81217 7.82624 11.62325 0.3412 0.1643 0.0636
H -11.59973 10.28065 10.56159 -0.0997 -0.0894 0.1688
H -9.98989 10.97623 10.71717 -0.2195 0.2622 -0.1792
H -12.30434 11.54249 12.58310 -0.0361 -0.0562 -0.2099
H -10.96744 12.57524 12.11987 -0.1553 -0.0909 -0.4479
H -11.17482 10.83620 14.36561 0.3960 -0.0901 0.3371
H -9.82954 11.95098 13.97947 -0.1385 -0.0165 0.2475
H -9.33727 9.22992 13.90542 -0.1674 -0.0816 -0.0469
H -8.54388 10.34534 12.83646 -0.1107 0.2119 -0.1304
H -11.90587 8.28686 11.58239 -0.5807 0.1119 0.3796
H -11.74680 8.97471 13.25681 -0.2798 -0.1643 -0.0570
H -10.10247 7.13766 13.70748 0.0534 -0.2103 0.0247
H -10.36297 6.40099 12.14303 -0.1698 0.2865 -0.2857
H -12.35328 6.77878 14.42220 -0.1694 -0.1087 -0.0108
H -11.70607 5.27479 13.74965 -0.0598 0.0522 0.3171
H -12.91349 6.11706 12.86984 0.1078 0.4986 -0.3009
C -8.38928 4.15749 13.08817 0.4812 0.7580 1.5870
C -9.56961 3.32340 12.65591 0.6263 -0.2854 -0.6199
C -9.18142 1.82361 12.61837 -0.5358 1.0089 -0.6396
C -10.45726 1.07621 12.30480 -0.8803 -0.6379 -0.0983
N -10.47811 -0.44642 12.28540 -0.1531 -0.0861 0.3621
C -11.94843 -0.83443 11.96857 1.1738 -0.7632 1.3647
C -12.01027 -0.93264 10.49199 -0.7028 -0.9019 -0.9816
C -10.65964 -1.48591 10.06402 1.1806 0.6284 -1.0676
C -9.66028 -1.03681 11.12599 0.1557 0.9154 -0.4372
C -9.99521 -1.02558 13.61394 -0.2474 0.3872 -0.7849
C -10.77726 -0.54332 14.81697 -0.3926 -0.0482 1.1102
C -10.18334 -1.06460 16.14252 0.7734 -0.4426 -0.7155
H -8.57245 5.23516 13.07693 -0.0946 -0.0379 -0.5623
H -7.41264 3.95836 12.64517 -0.2850 -0.1489 -0.5258
H -8.20881 4.02667 14.16300 -0.0420 -0.3598 -0.0206
H -9.85098 3.60734 11.63630 -0.3174 0.0429 0.1140
H -10.39471 3.49157 13.34904 -0.1245 -0.0026 -0.1326
H -8.71796 1.63647 13.58654 -0.0553 -0.6443 -0.0843
H -8.48593 1.74936 11.77940 0.2713 -0.3773 0.2414
H -10.91608 1.31055 11.34086 0.6981 0.4547 -0.2421
H -11.25886 1.35730 12.99045 0.2878 -0.1040 0.3218
H -12.04552 -1.81909 12.43016 -0.2081 -0.0128 -0.0779
H -12.63756 -0.16208 12.47093 0.0957 0.1270 -0.1120
H -12.75877 -1.67364 10.20277 -0.3062 0.3093 0.1168
H -12.29587 0.01393 10.03296 0.2654 0.0166 -0.1486
H -10.57620 -2.54712 9.82014 -0.6290 -0.2446 0.8460
H -10.29843 -1.08322 9.11011 -0.2110 0.4787 0.0981
H -8.94778 -1.82468 11.36304 -0.4458 -0.0259 0.9598
H -9.04177 -0.22387 10.73909 -0.1714 0.1417 -0.0608
H -8.94810 -0.72598 13.65223 0.0605 -0.1350 0.2435
H -10.05791 -2.09619 13.42189 0.0591 -0.1206 0.5187
H -11.81822 -0.87257 14.79175 -0.0256 0.0128 -0.3141
H -10.79411 0.54474 14.90053 0.0747 0.0283 -0.3134
H -10.67284 -0.73676 17.05461 -0.2983 0.1952 -0.2439
H -9.13829 -0.74886 16.19673 0.0097 -0.0119 0.1716
H -10.18037 -2.15578 16.13719 -0.0371 -0.0123 0.1245
```
Positions in Å, forces in eV/Å.

Results
Total energy in eV: -99166.8779
Highest occupied orbital energy in eV: -18.66
LUMO level in eV: -9.92
Net charge: +6
ΔE to the lowest compared entry with this formula, charge and spin in kcal/mol: 0.0
HOMO-LUMO gap in eV: 8.73
Molar mass in g mol⁻¹: 1251.284


DFT (wB97M-V/def2-TZVPD) results for C7H10 in the gas phase.

```
17
Properties=species:S:1:pos:R:3:forces:R:3
C 2.08038 0.51974 0.75079 -1.4048 1.0826 0.2494
C 1.37837 -0.62135 0.26469 -0.8580 0.0908 0.4940
C 0.59877 -0.41757 -1.01346 -0.1204 -0.2017 -0.3540
C -0.51045 0.21256 -0.21250 0.0673 0.1765 -0.3427
C -1.72327 -0.63970 0.10505 0.1298 -0.0271 0.0478
C -1.86032 0.64374 -0.68854 0.0841 0.3765 -0.1366
C 0.40304 0.73781 0.90104 1.4860 -2.1383 0.6028
H 2.56510 1.23730 0.10124 0.0727 -0.1147 -0.2537
H 2.70323 0.28728 1.64163 -1.0549 0.6731 -0.1807
H 1.43087 -1.59359 0.74309 0.0245 0.1733 0.0036
H 0.34058 -1.32349 -1.55561 -0.0172 -0.0002 -0.0809
H 1.06674 0.31534 -1.67984 0.0953 -0.2609 0.0150
H -1.85401 -1.58900 -0.42059 0.1139 0.2850 0.0947
H -2.12302 -0.65416 1.12089 0.2027 0.1383 -0.2225
H -2.06859 0.55833 -1.75302 -0.0007 0.0677 0.1612
H -2.34721 1.48227 -0.19918 0.0617 -0.0675 -0.0568
H -0.13439 0.77247 1.86451 1.1178 -0.2534 -0.0407
```
Positions in Å, forces in eV/Å.

Results
Structure (SMILES): C1[C@@H]2CC3(CC3)[C@H]12
Total energy in eV: -7416.7941
Highest occupied orbital energy in eV: -7.68
LUMO level in eV: 1.18
Net charge: 0
ΔE to the lowest compared entry with this formula, charge and spin in kcal/mol: 97.8
HOMO-LUMO gap in eV: 8.86
Molar mass in g mol⁻¹: 94.157